An isolated ion of composition C3H4N3 and charge +1 at a distorted geometry, computed with ωB97M-V/def2-TZVPD.

Atoms and positions in Å:
C 1.1857 -0.8781 0.2483
N 0.2417 -0.0149 0.4126
C -0.7016 -0.0333 -0.7128
C -0.1787 -1.2300 -1.3911
N 0.1915 -2.4993 -1.5478
N 1.1188 -1.5983 -0.8453
H 2.0405 -0.8436 0.8045
H 0.3599 0.8511 0.8079
H -0.5046 0.9940 -1.2697
H -1.6960 -0.1168 -0.3682

Its HOMO-LUMO gap is 9.485 eV. The SMILES is C1=[NH+]CC2=NN12. As for the spin multiplicity: 1. Its charge is +1.

These are the natural (NBO) partial charges, in e, on atoms 1 to 4: 0.360, -0.476, -0.309, 0.434